Version P
C4H7N3O | ωB97M-V/def2-TZVPD

```
15
Properties=species:S:1:pos:R:3
C 0.218 0.704 0.339
C 1.749 0.463 0.236
C 1.856 -0.938 0.068
C -0.271 -0.638 -0.075
H 0.073 1.541 -1.471
H -1.435 1.273 -0.682
H -0.005 0.912 1.361
H 2.400 1.285 0.273
H 2.764 -1.350 -0.155
H -1.543 -1.912 -0.423
H -2.045 -0.404 1.425
N -0.390 1.710 -0.494
N 0.561 -1.558 -0.295
N -1.516 -0.812 -0.533
O -2.416 -0.277 0.426
```

Summary:
- E_LUMO (eV) = 0.4
- structure (SMILES) = N[C@@H]1C=CN=C1NO
- highest occupied orbital energy (eV) = -8.93



Version Q
C4H7N3O | ωB97M-V/def2-TZVPD

```
15
Properties=species:S:1:pos:R:3
C 1.294 0.216 -0.174
C -2.055 0.544 -0.424
N -1.033 -0.169 0.374
C 0.455 0.693 0.844
N 2.663 -0.020 0.030
C -0.242 -1.224 -0.290
O 0.533 1.208 1.921
N -0.233 -2.349 -0.634
H -1.458 -0.570 1.209
H 1.016 0.472 -1.190
H 3.062 -0.576 -0.714
H 2.885 -0.417 0.933
H -1.554 0.989 -1.280
H -2.502 1.332 0.182
H -2.830 -0.129 -0.788
```

Summary:
- E_LUMO (eV) = 0.4
- structure (SMILES) = C[N@@H+](C#N)/C([O-])=C/N
- highest occupied orbital energy (eV) = -7.06



Which is most stable, and by how much? version Q, by 39.4 kJ/mol.



Version P
C4H7N3O | ωB97M-V/def2-TZVPD

```
15
Properties=species:S:1:pos:R:3
C 0.605 -1.187 -0.619
C 0.634 0.556 0.553
C -1.391 0.600 -0.521
C -0.424 -0.491 0.222
H 1.020 -0.547 -1.591
H 0.246 -2.339 -1.279
H 1.676 -1.575 1.234
H 0.152 2.390 1.454
H -1.290 0.786 -1.588
H -2.331 0.095 -0.482
H -1.167 -0.899 1.003
N 1.756 -1.175 0.323
N 1.818 0.261 0.563
N 0.106 1.824 0.480
O -1.409 1.701 0.250
```

Summary:
- E_LUMO (eV) = 0.7
- highest occupied orbital energy (eV) = -8.91



Version Q
C4H7N3O | ωB97M-V/def2-TZVPD

```
15
Properties=species:S:1:pos:R:3
C 0.824 -1.583 0.273
C 1.268 0.995 0.267
C -0.213 0.571 -0.107
C -1.132 1.629 -0.123
H -1.840 -1.427 -1.210
H -1.926 -0.867 0.462
H 0.724 -2.592 1.065
H 1.281 2.063 -0.037
H 1.902 0.599 1.142
H -2.248 1.333 -0.180
H -0.796 2.625 -0.045
N -1.548 -1.556 -0.301
N -0.371 -0.882 -0.245
N 1.972 -1.106 -0.227
O 2.102 0.200 -0.735
```

Summary:
- E_LUMO (eV) = 0.9
- structure (SMILES) = C=C1CON=CN1N
- highest occupied orbital energy (eV) = -8.25



Which is most stable, and by how much? version P, by 49.6 kJ/mol.



Version P
C2H5NO | ωB97M-V/def2-TZVPD

```
9
Properties=species:S:1:pos:R:3
C -0.564 0.865 0.231
C 0.159 -0.430 -0.105
N 0.715 -0.481 -1.217
O 0.134 -1.262 1.094
H -0.234 1.698 -0.377
H -1.608 0.693 -0.057
H -0.600 0.952 1.314
H 1.004 -1.315 -1.713
H 0.994 -0.720 0.830
```

Summary:
- E_LUMO (eV) = 0.8
- highest occupied orbital energy (eV) = -10.29



Version Q
C2H5NO | ωB97M-V/def2-TZVPD

```
9
Properties=species:S:1:pos:R:3
C 0.457 -1.275 0.593
C -0.391 1.069 -0.975
N 0.143 -0.057 0.814
O -0.264 0.564 1.782
H 0.467 -1.918 1.538
H 0.702 -1.749 -0.446
H 0.344 1.850 -0.977
H -1.323 1.256 -0.632
H -0.135 0.259 -1.696
```

Summary:
- E_LUMO (spin up / spin down) (eV) = 0.0 / -0.2
- highest occupied orbital energy (spin up / spin down) (eV) = -8.85 / -8.60



Which is most stable, and by how much? version P, by 219.0 kJ/mol.



Version P
C2H5NO | ωB97M-V/def2-TZVPD

```
9
Properties=species:S:1:pos:R:3
C -0.207 -1.338 -0.070
N -1.184 -1.000 -0.810
H -0.078 -2.389 0.065
H 0.351 -0.655 0.642
H -1.089 -1.543 -1.623
O 0.367 1.660 1.583
C 0.535 1.746 0.388
H -0.184 1.283 -0.278
H 1.489 2.235 0.104
```

Summary:
- E_LUMO (eV) = 0.6
- structure (SMILES) = C=N.C=O
- highest occupied orbital energy (eV) = -9.62



Version Q
C2H5NO | ωB97M-V/def2-TZVPD

```
9
Properties=species:S:1:pos:R:3
C 0.759 -0.574 0.037
C 0.125 0.742 -0.071
N -1.729 0.542 0.106
O -2.026 -0.591 -0.040
H 1.041 -0.806 1.062
H -0.003 -1.282 0.004
H 1.419 -0.710 -0.799
H 0.191 1.121 -1.027
H 0.223 1.558 0.728
```

Summary:
- E_LUMO (eV) = 0.3
- highest occupied orbital energy (eV) = -8.51



Which is most stable, and by how much? version P, by 70.5 kJ/mol.



Version P
C2H5NO | ωB97M-V/def2-TZVPD

```
9
Properties=species:S:1:pos:R:3
C -0.070 -1.022 -0.657
N -0.485 0.808 -0.309
C 0.030 1.120 0.940
O 0.720 0.482 1.707
H 0.099 -1.333 0.360
H -0.982 -1.367 -1.133
H 0.812 -1.292 -1.281
H 0.162 0.318 -1.007
H -0.382 2.127 1.197
```

Summary:
- E_LUMO (eV) = 0.5
- highest occupied orbital energy (eV) = -10.06



Version Q
C2H5NO | ωB97M-V/def2-TZVPD

```
9
Properties=species:S:1:pos:R:3
C 0.204 -0.594 -0.469
N -0.017 0.590 0.194
C -0.794 0.403 1.419
O 0.741 -0.429 -1.528
H -0.120 -1.549 -0.076
H 0.820 1.165 -0.011
H -0.209 -0.195 2.116
H -1.771 -0.250 1.152
H -0.989 1.275 1.986
```

Summary:
- E_LUMO (eV) = 1.0
- structure (SMILES) = CNC=O
- highest occupied orbital energy (eV) = -9.60



Version R
C2H5NO | ωB97M-V/def2-TZVPD

```
9
Properties=species:S:1:pos:R:3
C 0.681 1.240 0.298
C -0.957 -0.877 -0.086
N 0.609 -0.024 -0.026
O 1.524 -0.782 -0.344
H 1.640 1.677 0.058
H -0.088 1.949 0.267
H -1.662 -0.302 0.507
H -1.194 -1.145 -1.082
H -0.551 -1.735 0.408
```

Summary:
- E_LUMO (eV) = 1.0
- structure (SMILES) = C=[N+](C)[O-]
- highest occupied orbital energy (eV) = -8.93



Which is most stable, and by how much? version Q, by 226.5 kJ/mol.



Version P
H4SSi | ωB97M-V/def2-TZVPD

```
6
Properties=species:S:1:pos:R:3
Si 0.573 0.001 0.379
S -0.981 1.290 -0.281
H 1.765 0.838 0.462
H 0.212 -0.516 1.692
H 0.727 -1.055 -0.609
H -2.297 -0.560 -1.644
```

Summary:
- E_LUMO (spin up / spin down) (eV) = -0.8 / -2.4
- highest occupied orbital energy (spin up / spin down) (eV) = -9.84 / -9.49



Version Q
H4SSi | ωB97M-V/def2-TZVPD

```
6
Properties=species:S:1:pos:R:3
Si -0.463 -1.124 -0.547
S -1.185 0.701 -0.371
H -1.111 -2.076 -1.444
H 0.758 1.821 1.062
H 0.802 -1.698 -0.082
H 1.199 2.375 1.382
```

Summary:
- E_LUMO (eV) = -0.9
- highest occupied orbital energy (eV) = -9.34



Which is most stable, and by how much? version Q, by 224.8 kJ/mol.